Entry 1:
Entry from OMol25: a cluster of 9 separate species, C54H116F4N9O12S4 in total (ωB97M-V/def2-TZVPD).

The calculated total energy is -5512.68241 a.u. Its charge is +5. As for the orbital gap: 1.984 eV. Its molar mass is 1287.8 g/mol. Its HOMO energy is -12.81 eV.

Each line ends with the Mulliken charge.
Positions of all 199 atoms, in Å:
C  -8.13763  -3.78104  2.89022  -0.982
C  -9.22306  -3.34695  1.86636  0.501
O  -10.37966  -3.85962  1.82286  -0.436
N  -8.82604  -2.36478  0.76846  -0.142
H  -9.42808  -1.55383  0.77292  0.373
H  -7.90926  -1.98600  0.95855  0.367
C  -8.94613  -3.01253  -0.66835  -0.739
H  -7.18523  -3.80452  2.36062  0.369
H  -8.38867  -4.75587  3.30829  0.315
H  -8.07709  -3.06264  3.70774  0.332
H  -8.26753  -2.36898  -1.22821  0.413
H  -9.91517  -2.74029  -1.08661  0.324
H  -8.65931  -4.06264  -0.72427  0.303
C  -5.39585  8.39599  6.84986  -1.554
C  -4.57454  8.13117  8.20643  1.082
C  -3.06132  8.31560  7.85320  -1.186
C  -2.14576  8.37973  9.07183  -0.609
C  -2.51249  9.70600  9.79026  -1.291
C  -3.91294  9.81271  10.29598  1.272
N  -4.85175  9.28740  9.22293  0.643
O  -6.19125  9.33298  9.59904  -0.236
C  -4.24987  11.32404  10.53346  -1.706
C  -4.08288  9.00347  11.60181  -1.328
C  -4.96650  6.72807  8.78649  -1.459
H  -5.22175  9.37816  6.41039  0.418
H  -6.46049  8.16860  6.90409  0.414
H  -5.09660  7.66998  6.09391  0.403
H  -2.98051  9.17822  7.19180  0.427
H  -2.80494  7.45877  7.23012  0.483
H  -1.10410  8.38298  8.75085  0.376
H  -2.22342  7.48547  9.69020  0.350
H  -2.38176  10.56062  9.12646  0.420
H  -1.88047  9.97706  10.63594  0.551
H  -3.62181  11.88840  11.22276  0.384
H  -5.29053  11.39887  10.84896  0.439
H  -4.18160  11.87334  9.59447  0.451
H  -4.04947  7.95308  11.31255  0.318
H  -5.06599  9.12925  12.05543  0.385
H  -3.28858  9.12403  12.33846  0.383
H  -4.36423  6.46386  9.65573  0.333
H  -4.70600  5.91334  8.11087  0.405
H  -6.01975  6.65291  9.05689  0.433
C  0.55776  -9.21025  -9.94863  -1.780
C  -0.37229  -9.83797  -8.95377  1.547
C  0.26403  -9.92686  -7.59061  -1.390
C  -0.60650  -10.38719  -6.40760  -0.696
C  -1.68505  -9.35668  -6.22198  -1.017
C  -2.50620  -9.06026  -7.55203  1.164
N  -1.61539  -9.02128  -8.77285  0.690
O  -2.16645  -8.33409  -9.90777  -0.213
C  -3.14614  -7.67232  -7.36481  -1.605
C  -3.59629  -10.12744  -7.65140  -1.599
C  -0.80227  -11.23356  -9.48300  -1.551
H  1.26918  -9.93979  -10.33563  0.422
H  1.07197  -8.31952  -9.58766  0.410
H  -0.03615  -8.84933  -10.78833  0.481
H  0.66363  -8.97523  -7.24013  0.423
H  1.18521  -10.48569  -7.75567  0.506
H  -0.04211  -10.52058  -5.48468  0.408
H  -0.99654  -11.37228  -6.66369  0.325
H  -1.17172  -8.42893  -5.96923  0.395
H  -2.32619  -9.58094  -5.36949  0.463
H  -3.82936  -7.25964  -8.10712  0.397
H  -2.40311  -6.91142  -7.12599  0.443
H  -3.70858  -7.74768  -6.43417  0.421
H  -4.11654  -10.18583  -8.60746  0.425
H  -4.40638  -10.06518  -6.92478  0.405
H  -3.18779  -11.13797  -7.65882  0.328
H  -1.46498  -11.19759  -10.34765  0.415
H  -1.23932  -11.93994  -8.77723  0.321
H  0.10346  -11.72177  -9.84270  0.464
C  -7.64971  7.67657  -3.81249  -1.254
C  -6.38657  6.72703  -4.11149  1.015
C  -6.19127  6.52396  -5.73001  -0.994
C  -5.53146  7.80147  -6.34790  -0.751
C  -4.13964  7.97167  -5.72984  -1.161
C  -4.18536  8.31175  -4.19818  1.291
N  -5.13941  7.35295  -3.47968  0.759
O  -5.00163  7.28928  -2.07852  -0.259
C  -4.81921  9.71255  -3.87237  -1.493
C  -2.73771  8.12609  -3.79365  -1.737
C  -6.55360  5.28004  -3.64520  -1.658
H  -7.90330  7.93553  -2.78451  0.362
H  -8.57036  7.25970  -4.22081  0.391
H  -7.34937  8.64034  -4.22363  0.264
H  -7.13867  6.32865  -6.23237  0.490
H  -5.56648  5.65768  -5.94753  0.387
H  -6.15784  8.69325  -6.36944  0.359
H  -5.44378  7.71275  -7.43074  0.422
H  -3.64275  8.81471  -6.20993  0.472
H  -3.50375  7.12978  -6.00364  0.417
H  -4.14697  10.54521  -4.07942  0.430
H  -4.96548  9.83458  -2.79915  0.392
H  -5.76363  9.84047  -4.40133  0.303
H  -2.42268  7.11177  -4.03861  0.419
H  -2.66763  8.18283  -2.70738  0.478
H  -2.09580  8.97530  -4.02797  0.406
H  -5.86426  4.57481  -4.10948  0.408
H  -7.51178  4.84826  -3.93428  0.411
H  -6.49218  5.22881  -2.55814  0.432
C  4.18484  3.32261  7.21798  -1.319
C  5.37465  4.18754  6.72306  -0.326
C  6.75367  3.82559  7.42096  -0.520
N  7.89789  4.74375  6.95197  -0.075
C  8.16335  4.60888  5.39086  -0.905
C  9.23858  4.50216  7.76790  -0.391
C  9.92323  5.82422  7.85643  -0.612
C  8.90174  6.86331  7.29663  -0.803
C  7.58279  6.16230  7.38102  -0.447
H  3.43681  3.28619  6.42601  0.361
H  3.82658  3.89079  8.07642  0.324
H  4.35217  2.28063  7.49072  0.347
H  5.16028  5.25229  6.81497  0.324
H  5.36058  4.13537  5.63440  0.302
H  6.97572  2.81847  7.06811  0.386
H  6.76837  3.90240  8.50815  0.353
H  7.25315  4.93972  4.89067  0.307
H  8.37505  3.55162  5.23120  0.355
H  9.00598  5.27905  5.22074  0.442
H  9.61117  3.71447  7.11306  0.391
H  8.86630  4.21281  8.75065  0.306
H  10.90626  5.86096  7.38697  0.299
H  10.12329  6.12347  8.88528  0.351
H  9.11821  7.23880  6.29651  0.347
H  8.99496  7.76047  7.90862  0.419
H  6.86692  6.60628  6.68927  0.389
H  7.24947  6.10614  8.41728  0.395
C  3.51075  -3.91968  3.81369  -1.380
C  2.70489  -5.29306  3.74090  -0.253
C  1.76648  -5.61130  4.88450  -0.639
N  1.22482  -7.03479  4.91214  0.272
C  2.32837  -8.08185  5.13661  -1.051
C  0.14947  -7.10032  6.04224  -0.636
C  -1.18137  -6.77804  5.39651  -0.641
C  -1.12750  -7.26166  3.98744  -0.585
C  0.38799  -7.42722  3.67459  -0.533
H  3.99612  -3.81484  2.84337  0.370
H  4.33355  -3.89757  4.52827  0.368
H  3.00043  -2.98273  4.03681  0.364
H  3.42601  -6.09910  3.60527  0.249
H  2.18664  -5.28625  2.78201  0.314
H  0.89970  -4.95297  4.82611  0.368
H  2.31072  -5.57972  5.82838  0.374
H  2.09100  -9.06005  5.55481  0.349
H  2.98379  -7.57436  5.84441  0.390
H  2.92628  -8.06873  4.22533  0.457
H  0.07810  -8.15820  6.29502  0.405
H  0.47521  -6.59770  6.95293  0.403
H  -1.88886  -7.31019  6.03240  0.415
H  -1.46730  -5.75938  5.65855  0.340
H  -1.62974  -8.22795  3.94110  0.294
H  -1.66631  -6.65105  3.26293  0.361
H  0.68310  -8.45593  3.46778  0.441
H  0.44791  -6.88765  2.72940  0.183
C  6.11850  -1.66753  -4.40517  -1.273
C  6.53870  -3.07779  -4.89163  -0.164
C  7.60490  -2.94367  -5.99369  -0.924
N  8.33612  -4.26534  -6.49980  0.122
C  7.25364  -5.21949  -7.02243  -0.919
C  9.10669  -4.84063  -5.28724  -0.596
C  10.07896  -5.81791  -5.86634  -0.725
C  10.51621  -5.08339  -7.16502  -0.621
C  9.44065  -3.95165  -7.45295  -0.543
H  5.12665  -1.65419  -3.95332  0.363
H  6.12706  -0.99272  -5.26112  0.346
H  6.81901  -1.28822  -3.66119  0.363
H  5.72700  -3.72724  -5.21944  0.355
H  7.14284  -3.56257  -4.12475  0.215
H  8.41329  -2.28580  -5.67461  0.322
H  7.25709  -2.47677  -6.91517  0.584
H  6.57799  -4.70980  -7.70930  0.324
H  6.69190  -5.49009  -6.12838  0.373
H  7.81126  -6.08876  -7.37103  0.414
H  8.42594  -5.26804  -4.55102  0.399
H  9.57339  -3.97565  -4.81597  0.442
H  9.53587  -6.73371  -6.09973  0.324
H  10.82299  -6.08649  -5.11642  0.436
H  10.62211  -5.70992  -8.05065  0.317
H  11.46331  -4.58023  -6.97026  0.359
H  8.92907  -3.88733  -8.41329  0.421
H  9.93173  -3.02951  -7.14214  0.285
N  -1.01670  -0.73998  -10.01488  -0.286
S  -1.05448  0.09866  -8.54717  1.100
O  -0.81377  1.53306  -8.68083  -0.590
O  -0.65587  -0.55993  -7.31641  -0.545
F  -2.65638  0.20349  -8.44441  -0.282
S  0.38673  -1.16397  -9.67779  1.120
O  0.51059  -2.38122  -8.92143  -0.605
O  1.40431  -0.07308  -9.60967  -0.591
F  0.66989  -1.73345  -11.16837  -0.320
N  -3.85297  -0.73266  0.90424  -0.174
S  -2.66075  -0.64118  -0.05445  1.021
O  -1.47322  -1.47542  0.08788  -0.564
O  -2.56333  0.60794  -0.77553  -0.547
F  -3.49310  -1.54975  -1.21705  -0.389
S  -3.04180  0.37319  1.93303  1.075
O  -3.18675  1.79383  1.67161  -0.547
O  -1.80253  -0.11381  2.49045  -0.547
F  -4.03223  0.18474  3.24729  -0.325

---

Entry 2:
Entry from OMol25: a cluster of 8 separate species, C54H117N4O6P in total (ωB97M-V/def2-TZVPD).

The calculated total energy is -3138.94058 a.u. Its charge is +2. As for the orbital gap: 6.157 eV. Its molar mass is 949.5 g/mol. Its HOMO energy is -10.56 eV.

Each line ends with the Mulliken charge.
Positions of all 182 atoms, in Å:
C  -4.83473  1.73600  -5.47544  -1.557
C  -3.59623  1.97224  -4.71707  0.008
C  -2.38049  1.27716  -5.34545  -0.531
C  -1.03952  1.74855  -4.81395  -0.825
P  0.18171  0.43991  -4.73918  1.460
C  0.93697  -0.01432  -6.31420  -1.560
C  -0.03277  -0.30112  -7.42054  -0.614
C  0.51842  0.22871  -8.75764  -0.678
C  -0.37904  -0.03171  -9.95565  -1.369
C  1.37015  1.09710  -3.56404  0.294
C  1.89313  2.39358  -4.06739  -1.233
C  3.12849  2.79921  -3.28593  0.731
C  3.56352  4.20606  -3.52746  -1.849
C  -0.51383  -1.01074  -3.99026  -0.030
C  -0.86974  -2.07319  -5.06110  -0.815
C  -1.39829  -3.33669  -4.38421  -0.235
C  -1.69723  -4.37585  -5.49555  -1.459
H  -4.79318  2.13506  -6.48353  0.392
H  -5.69548  2.16066  -4.96622  0.361
H  -5.00059  0.65253  -5.55139  0.351
H  -3.58368  1.65101  -3.67621  -0.118
H  -3.35086  3.04848  -4.71362  0.421
H  -2.31956  1.44925  -6.42811  0.581
H  -2.55505  0.19748  -5.25607  0.027
H  -1.17343  1.92348  -3.74428  0.276
H  -0.71607  2.70135  -5.20928  0.712
H  1.60552  -0.87493  -6.11557  0.583
H  1.53475  0.88431  -6.53384  0.782
H  -1.03851  0.09274  -7.28330  0.216
H  -0.11112  -1.38180  -7.45281  0.473
H  1.50551  -0.21000  -8.91943  0.367
H  0.67490  1.30685  -8.62786  0.395
H  -0.61446  -1.10524  -10.04102  0.326
H  0.17645  0.24186  -10.87592  0.396
H  -1.30863  0.54483  -9.96338  0.322
H  2.08224  0.29316  -3.33756  0.519
H  0.76692  1.31428  -2.67578  -0.888
H  1.28869  3.27676  -3.94155  0.472
H  2.04303  2.25255  -5.14497  0.377
H  4.00664  2.12795  -3.42656  0.500
H  2.81091  2.72707  -2.23958  -0.625
H  3.82548  4.39871  -4.56770  0.363
H  4.40716  4.53400  -2.93795  0.444
H  2.76541  4.89625  -3.27306  0.387
H  -1.38552  -0.74254  -3.38058  0.776
H  0.29455  -1.35699  -3.33019  -0.615
H  -0.01163  -2.35009  -5.66877  0.366
H  -1.65102  -1.74131  -5.74077  0.551
H  -2.30919  -3.12417  -3.82228  0.433
H  -0.63424  -3.68550  -3.67790  0.044
H  -0.74669  -4.76169  -5.88950  0.332
H  -2.31044  -3.96526  -6.31526  0.320
H  -2.22665  -5.21426  -5.03333  0.443
C  1.63416  -0.76688  8.59014  -1.289
C  0.74169  0.33160  7.98967  -0.368
C  0.88282  0.38748  6.48173  -0.862
N  0.12260  1.36140  5.66456  1.117
C  -1.34349  1.19154  5.86076  -1.424
C  0.46138  1.23925  4.18237  -0.096
C  0.72745  2.68607  3.63090  0.590
C  0.27302  3.57823  4.77502  -1.135
C  0.47918  2.74622  6.02366  -0.809
H  1.46794  -1.65204  7.97214  0.319
H  1.29663  -0.99950  9.60489  0.387
H  2.70342  -0.49204  8.57826  0.328
H  0.96992  1.28511  8.49043  0.321
H  -0.31507  0.14166  8.20990  0.382
H  0.62110  -0.57900  6.03972  0.498
H  1.93835  0.55605  6.22011  0.314
H  -1.74767  0.19691  5.59625  0.227
H  -1.90943  1.83345  5.18599  0.660
H  -1.56012  1.42539  6.89382  0.451
H  -0.39365  0.71170  3.77495  -0.259
H  1.32440  0.59692  4.08731  -0.049
H  0.15780  2.86045  2.71426  -0.163
H  1.78484  2.79539  3.38293  0.120
H  -0.76433  3.84970  4.63965  0.348
H  0.84811  4.50346  4.86654  0.498
H  -0.10377  2.98646  6.90419  0.405
H  1.50709  2.62254  6.34621  0.503
C  0.19871  -3.00588  1.63114  -0.663
C  0.26151  -4.37553  0.94795  -0.246
C  1.18449  -5.26942  1.75942  -0.979
N  0.55256  -6.07231  2.92006  0.540
C  1.63643  -6.79481  3.68369  -0.784
C  -0.36009  -7.04863  2.25189  -0.756
C  -1.32737  -7.57524  3.36477  -0.440
C  -1.29851  -6.49724  4.43772  -0.758
C  -0.40639  -5.41110  3.81213  -0.566
H  -0.46696  -2.30659  1.13683  -0.064
H  1.20759  -2.59459  1.66434  0.232
H  -0.17706  -3.11731  2.65230  0.328
H  0.71302  -4.32443  -0.06929  0.211
H  -0.76964  -4.77036  0.87077  0.307
H  1.86891  -4.62792  2.31908  0.512
H  1.73798  -5.93416  1.07708  0.340
H  1.86969  -7.73986  3.15630  0.299
H  1.13645  -7.08291  4.61441  0.395
H  2.52459  -6.19135  3.89046  0.268
H  0.12599  -7.89663  1.77346  0.458
H  -0.92556  -6.50241  1.51948  0.188
H  -0.91131  -8.49259  3.77444  0.292
H  -2.29545  -7.83504  2.93968  0.401
H  -1.02027  -6.83568  5.43057  0.368
H  -2.28709  -6.04593  4.58735  0.370
H  0.02350  -4.71556  4.54148  0.390
H  -1.06670  -4.83340  3.16399  0.342
C  -2.26363  4.95664  0.82607  -1.580
C  -2.92254  3.92769  -0.08464  0.854
C  -4.25034  3.54578  0.57363  -1.208
N  -5.18672  2.80341  -0.29840  0.714
C  -4.49302  1.54147  -0.67791  -0.989
C  -5.56292  3.55197  -1.49311  -0.601
C  -6.88650  2.91395  -1.94683  -0.603
C  -7.60358  2.67339  -0.66406  -0.745
C  -6.44207  2.59253  0.40676  -0.530
H  -1.31632  5.27576  0.40784  0.422
H  -2.02208  4.57259  1.82690  0.131
H  -2.86811  5.84529  0.99738  0.492
H  -2.29004  3.05917  -0.30964  -0.333
H  -3.11881  4.40415  -1.06258  0.147
H  -4.81268  4.42251  0.85598  0.596
H  -4.06294  2.93491  1.46961  0.504
H  -5.08942  1.09232  -1.48447  0.391
H  -4.42049  0.85052  0.16151  -0.149
H  -3.52814  1.80137  -1.11595  0.485
H  -4.77708  3.60074  -2.24756  0.228
H  -5.85239  4.56680  -1.20820  0.440
H  -6.73459  1.94949  -2.42562  0.207
H  -7.41610  3.52831  -2.68145  0.567
H  -8.23718  1.78814  -0.70943  0.340
H  -8.25166  3.53325  -0.46564  0.282
H  -6.29196  1.66614  0.97858  0.377
H  -6.51786  3.38351  1.16440  0.423
C  8.47198  1.21753  3.89064  -1.335
C  6.92868  1.31396  3.62804  -0.204
C  6.53056  0.46004  2.45472  -0.794
N  5.12183  0.65384  2.00782  0.905
C  4.12962  0.30691  3.03828  -0.784
C  4.88177  -0.17933  0.81047  -1.042
C  3.56935  0.46739  0.23004  1.176
C  3.77678  1.91522  0.39763  -0.128
C  4.85053  2.01923  1.49306  -1.085
H  8.99916  1.17318  2.92294  0.357
H  8.70594  0.29966  4.45405  0.348
H  8.81905  2.06050  4.51191  0.363
H  6.73264  2.36651  3.40064  0.339
H  6.46338  1.03982  4.56112  0.261
H  6.68694  -0.60649  2.68647  0.353
H  7.11174  0.69184  1.56380  0.447
H  4.44143  0.89459  3.90364  0.413
H  4.17121  -0.76546  3.25351  0.231
H  3.13758  0.64589  2.70354  -0.073
H  4.92164  -1.24922  1.08546  0.492
H  5.68456  0.07648  0.09939  0.387
H  2.67127  0.04493  0.71332  -0.652
H  3.50446  0.14070  -0.80726  -0.124
H  2.76810  2.31256  0.56963  0.179
H  4.08555  2.27599  -0.58274  0.212
H  4.71544  2.54815  2.42678  0.462
H  5.80772  2.36209  1.05642  0.336
C  -0.17424  0.72064  0.69303  1.032
C  -0.14155  1.60185  -0.60041  0.666
O  -1.02439  1.34170  -1.42738  -0.855
O  0.77107  2.47304  -0.69726  -1.043
H  -0.93250  0.97894  1.43168  0.171
H  0.73679  0.75225  1.28483  -1.176
H  -0.33467  -0.34045  0.53968  0.167
C  -3.06531  -0.97646  2.22707  -0.242
C  -3.81491  0.29156  2.87910  0.356
O  -4.96607  0.57402  2.42398  -0.768
O  -3.19797  0.84127  3.84675  -0.522
H  -2.83047  -0.65955  1.20964  -0.084
H  -3.77599  -1.80916  2.28044  0.534
H  -2.19786  -1.06167  2.86048  -0.118
C  2.32692  -2.36474  -1.63110  -0.610
C  2.21283  -3.07956  -3.08956  0.364
O  1.98434  -4.29084  -3.00508  -0.757
O  2.21726  -2.29071  -4.02984  -0.586
H  2.75817  -3.02019  -0.87675  0.536
H  1.36834  -1.99916  -1.23367  -0.084
H  2.97439  -1.50348  -1.74978  0.314